The following is a quantum chemistry calculation of C41H43OP2RuSi as an isolated structure in a non-equilibrium geometry, from OMol25.

Positions of all 89 atoms, in Å:
H (0.282293, -6.676944, 0.018246)
C (-1.458283, 0.972146, 0.515742)
H (6.356443, 2.470518, 0.721138)
Ru (0.000000, 0.000000, 0.000000)
H (-4.154120, 1.989510, -0.672307)
H (2.251255, 1.386100, 1.438340)
H (-3.020367, 0.673939, -4.499326)
H (-3.165154, -3.498768, 0.459790)
P (-0.724696, -1.914681, 1.101996)
C (1.028095, 1.759373, -2.910341)
C (-0.137222, -5.738328, -0.332907)
C (5.030281, 2.610936, -0.971078)
H (1.171736, 1.615061, -6.792165)
H (1.925241, 4.287837, 0.279088)
H (2.631493, -3.009517, -2.987038)
C (4.336811, 1.919852, 1.238678)
C (-3.423323, -2.775412, 1.226463)
H (2.024875, -1.398719, 1.905969)
H (0.297733, -4.692286, 1.498986)
C (-1.071546, 3.682282, -1.216752)
H (-0.675416, -6.518406, -2.267857)
C (-4.089933, -0.929262, 3.211320)
H (-1.604926, 2.900884, -1.750908)
C (1.011345, 0.523848, -3.571489)
H (0.823685, 6.463294, 0.703077)
H (-2.037001, -0.299266, 3.104946)
H (-1.607949, -4.359468, -3.073860)
C (-4.727819, -2.718506, 1.720423)
C (0.223489, -2.343161, 2.609099)
C (-0.674874, -5.648393, -1.617206)
C (2.301172, -2.292115, 3.852695)
C (1.067393, 0.476174, -4.963686)
C (1.133711, 1.655540, -5.707102)
C (3.724506, 2.449919, -1.435180)
H (3.490472, 2.644635, -2.477202)
H (-1.079415, -0.750683, -2.611110)
H (-2.700205, 5.077359, -1.337227)
C (-0.656380, -3.406931, 0.053860)
H (-3.713679, 2.550658, -2.340498)
H (-4.346064, -0.206203, 3.980436)
C (1.565369, -1.953501, 2.718091)
H (-3.155550, -1.117613, -4.260592)
H (3.341285, -1.987090, 3.928231)
C (0.289646, 5.685191, 0.164586)
C (-1.199652, -4.436423, -2.070151)
H (-3.959739, -2.203350, -1.501865)
H (1.192249, 3.810790, -5.626833)
C (-1.687081, 4.908090, -0.984281)
C (3.034724, 1.748342, 0.776490)
C (0.235597, 3.448193, -0.763794)
H (5.808835, 2.935100, -1.655994)
C (-2.445111, -1.906692, 1.722665)
H (-1.222441, 0.918052, -2.427761)
C (-1.421534, -0.002879, -1.882446)
C (-4.169358, 1.737176, -1.745845)
C (-2.790221, -0.979944, 2.717989)
H (-1.561993, -2.359721, -1.591938)
H (-5.479820, -3.398110, 1.329332)
H (-0.099969, -3.961667, 5.590793)
H (4.573901, 1.705343, 2.277072)
H (-1.490815, 6.868078, -0.105982)
O (-2.392552, 1.591971, 0.838252)
C (-5.063114, -1.798536, 2.712494)
C (-1.183901, -3.317168, -1.241618)
C (-3.559052, -0.130124, -3.956329)
C (-4.350715, -1.188987, -1.288310)
H (-5.395126, -1.114368, -1.653856)
C (1.092481, 2.942554, -3.661843)
C (1.706561, -3.014225, 4.888460)
H (-5.231776, 1.653334, -2.051970)
C (-0.369929, -3.068597, 3.653145)
C (2.720044, 2.020230, -0.562485)
H (-6.078645, -1.755986, 3.095696)
P (0.982539, 1.809442, -1.080788)
C (0.912297, 4.458157, -0.071147)
H (-1.412714, -3.362931, 3.582922)
H (2.281084, -3.271506, 5.774231)
C (0.369955, -3.402179, 4.786615)
H (1.090764, 3.904472, -3.158104)
C (1.145920, 2.888796, -5.053838)
H (-4.639182, -0.080893, -4.202869)
H (1.055138, -0.485760, -5.468713)
H (0.967046, -0.389979, -2.987387)
H (2.034227, -2.999826, -3.429669)
C (-0.129288, -4.621899, 0.503370)
Si (-3.325852, 0.101593, -2.116340)
C (-1.007863, 5.912842, -0.291006)
C (5.337368, 2.349457, 0.364300)
H (-4.346842, -0.939744, -0.216241)

Cartesian forces, eV/Å:
-0.075 0.102 -0.082
-2.071 1.827 2.124
-0.168 -0.010 -0.052
-1.242 -0.312 -1.879
-0.020 0.058 -0.492
0.074 0.028 0.049
-0.308 -0.517 0.048
-0.182 0.040 0.119
0.322 -0.244 1.286
0.002 0.255 -0.175
-0.352 -1.515 -2.222
-0.086 -0.089 0.117
-0.007 0.009 0.178
-0.035 -0.037 -0.018
-0.042 0.006 -0.005
-0.021 -0.002 -0.117
0.141 0.101 0.501
0.015 0.039 0.034
-0.063 0.036 -0.013
1.778 -1.782 0.095
-0.012 0.158 0.136
0.129 -0.076 -0.169
0.042 0.105 0.049
0.367 0.306 -0.183
-0.113 -0.087 -0.055
-0.074 -0.048 -0.007
0.013 -0.049 0.099
0.067 0.019 0.194
0.077 -0.287 0.106
0.469 -0.762 0.592
-0.107 -0.023 -0.012
0.041 0.134 0.212
-0.032 0.091 0.263
0.060 0.026 0.179
0.076 -0.004 0.106
-0.004 0.011 0.167
0.096 0.005 0.027
-0.634 0.438 -0.473
-0.280 -0.154 0.242
0.047 -0.120 -0.109
-0.225 -0.243 0.137
-0.239 0.521 -0.087
-0.156 -0.054 0.002
-1.733 1.861 -0.002
0.127 -1.431 -0.856
-0.374 0.383 0.387
0.011 -0.154 0.075
-0.625 1.763 0.545
0.164 0.079 -0.222
-0.505 -0.153 -0.282
-0.115 -0.055 0.109
-0.323 -0.228 -0.233
0.315 0.229 -0.030
-0.763 -0.082 0.248
0.041 0.340 0.318
-0.072 -0.097 -0.130
0.017 -0.150 0.070
0.101 0.121 0.054
0.077 0.094 -0.120
-0.023 0.043 -0.153
0.096 -0.180 -0.039
1.257 -0.827 -0.751
0.218 -0.133 -0.207
0.487 1.297 2.054
0.091 0.009 -0.316
-0.275 -0.091 0.184
0.544 -0.123 0.154
-0.099 -0.351 -0.071
-0.118 0.075 -0.217
0.558 0.033 0.054
0.228 0.023 -0.011
0.141 0.375 0.006
0.159 -0.019 -0.061
1.716 -0.199 -0.670
0.357 -1.755 -0.575
0.093 0.020 0.056
-0.089 0.049 -0.151
0.059 0.077 -0.135
0.070 -0.041 -0.138
-0.033 -0.123 0.014
0.590 -0.052 -0.027
0.017 0.152 0.059
0.053 0.120 -0.075
0.018 -0.005 0.012
-0.082 1.448 0.749
0.170 -0.106 -0.573
0.498 0.387 0.359
-0.205 -0.017 -0.091
-0.106 -0.505 -0.287

The value obtained for the largest force on an atom is 3.5 eV Å⁻¹. As for the charge: +2. The multiplicity is 6. Its expectation value of S² is 8.8032. Its energy is -74278.193 eV. As for the HOMO-LUMO gap (alpha / beta): 5.5817 / 3.2441 eV.

Here are the Mulliken charges for atoms 1 to 8, given in e: 0.482, 0.613, 0.412, -0.688, 0.320, 0.308, 0.313, 0.544